[1]
This record from OMol25 describes 2 unconnected molecules or ions with the total composition C46H54N2O2P. The level of theory is ωB97M-V/def2-TZVPD.

Total charge: +1

```
105
Properties=species:S:1:pos:R:3:forces:R:3
C -2.6532 -3.1333 7.3240 -0.02 -0.12 0.16
C -2.0490 -3.0465 5.9226 -0.07 -0.24 -0.33
C -2.4857 -1.7494 5.2443 0.07 0.12 -0.07
C -2.4386 -4.2748 5.0964 0.23 0.31 0.17
C -3.7739 -4.4574 4.7378 0.06 -0.25 -0.10
C -4.1801 -5.6276 4.1002 0.16 0.07 0.05
C -3.2384 -6.6090 3.7944 -0.13 0.23 0.02
C -1.8876 -6.4281 4.0969 0.25 -0.32 -0.05
C -0.8968 -7.5441 3.7504 -0.04 0.37 -0.09
C -1.0961 -8.0611 2.3219 0.01 0.07 -0.11
C -1.0048 -8.6986 4.7417 -0.09 -0.20 0.24
C -1.4893 -5.2498 4.7528 0.13 -0.08 0.28
N -0.1079 -5.0831 5.2079 -0.52 0.47 -1.60
P 1.1879 -4.4245 4.2273 -0.27 -0.52 1.26
H 1.3955 -3.1246 4.9251 -0.10 -0.22 -0.18
N 2.3223 -5.2878 5.2136 0.92 0.08 -1.31
C 3.6800 -5.6102 4.7940 -0.07 -0.07 0.10
C 4.7199 -4.7226 5.1115 0.02 0.20 0.27
C 4.4396 -3.3917 5.8153 -0.11 -0.27 -0.26
C 5.2064 -2.2504 5.1605 0.17 0.04 -0.25
C 4.7733 -3.4492 7.3028 0.07 -0.16 0.17
C 6.0383 -5.0872 4.8293 -0.13 -0.12 -0.18
C 6.3206 -6.2973 4.2001 -0.11 -0.04 0.11
C 5.2805 -7.1644 3.8673 0.13 0.25 0.00
C 3.9528 -6.8283 4.1472 -0.20 -0.36 -0.04
C 2.8445 -7.8187 3.7691 0.11 0.42 -0.05
C 2.7992 -8.9860 4.7481 0.06 -0.21 0.24
C 3.0155 -8.3389 2.3393 0.02 0.08 -0.11
C 1.7204 -5.9977 6.2384 -1.47 -0.11 0.52
C 0.3673 -5.8816 6.2344 1.39 -0.37 0.65
H -2.3969 -4.0844 7.8070 -0.06 0.19 -0.06
H -2.2911 -2.3143 7.9568 -0.08 -0.10 -0.09
H -3.7485 -3.0628 7.2684 0.25 -0.04 0.06
H -0.9566 -3.0536 6.0068 -0.11 0.03 0.04
H -2.1075 -1.6895 4.2166 -0.10 0.00 0.10
H -3.5810 -1.6801 5.2135 0.27 0.07 -0.05
H -2.1064 -0.8835 5.8005 -0.12 -0.08 -0.05
H -4.4980 -3.6807 4.9829 0.10 -0.26 -0.04
H -5.2309 -5.7773 3.8535 0.27 0.03 0.03
H -3.5597 -7.5311 3.3064 0.09 0.30 0.15
H 0.1157 -7.1257 3.8146 -0.35 -0.03 0.02
H -1.1457 -7.2302 1.6079 0.00 -0.19 0.08
H -0.2631 -8.7148 2.0308 -0.21 0.11 0.09
H -2.0234 -8.6435 2.2446 0.22 0.11 -0.06
H -0.8200 -8.3651 5.7702 -0.05 -0.13 -0.21
H -2.0134 -9.1358 4.6965 0.25 0.07 0.05
H -0.2803 -9.4897 4.5040 -0.19 0.19 0.03
H 3.3678 -3.1939 5.7046 0.13 -0.01 0.10
H 4.8615 -2.0861 4.1326 0.16 -0.06 0.13
H 5.0757 -1.3223 5.7260 -0.01 -0.11 0.04
H 6.2829 -2.4652 5.1310 -0.27 0.16 0.00
H 4.3311 -4.3324 7.7786 0.09 0.16 -0.04
H 5.8640 -3.4882 7.4351 -0.24 -0.06 0.07
H 4.3972 -2.5561 7.8171 0.09 -0.11 -0.07
H 6.8494 -4.4115 5.1059 -0.19 -0.27 -0.12
H 7.3545 -6.5648 3.9760 -0.31 0.04 0.08
H 5.5028 -8.1155 3.3751 -0.06 0.37 0.18
H 1.8882 -7.2834 3.8198 0.33 -0.10 0.02
H 2.6270 -8.6431 5.7754 0.04 -0.13 -0.19
H 1.9988 -9.6893 4.4824 0.20 0.15 0.05
H 3.7546 -9.5301 4.7218 -0.23 0.08 0.05
H 3.1511 -7.5102 1.6342 -0.02 -0.18 0.08
H 3.8888 -8.9996 2.2708 -0.21 0.10 -0.08
H 2.1331 -8.9133 2.0299 0.20 0.08 0.09
H 2.3203 -6.5798 6.9219 -0.01 0.09 -0.03
H -0.3305 -6.3566 6.9080 0.07 0.09 0.02
C 4.8200 2.6331 0.3804 -0.22 0.02 0.01
O 3.4821 2.1026 0.4977 -0.01 -1.07 1.05
C 3.1881 1.2789 1.5362 0.06 0.51 -0.17
C 1.8927 0.6986 1.5362 0.33 0.22 -0.26
C 1.4908 -0.1017 2.5738 -0.13 -0.08 0.12
C 2.2936 -0.2699 3.7428 0.16 -0.44 -0.08
C 1.7404 -0.9144 4.8928 -0.38 1.76 -0.29
C 2.0993 -0.6141 6.2479 0.05 -0.28 0.69
C 1.5803 -1.4226 7.3065 -0.15 0.26 -0.18
C 1.8170 -1.1170 8.6283 0.03 -0.12 0.03
C 2.5832 0.0105 8.9689 0.32 0.29 1.01
O 2.8180 0.1936 10.3205 -0.37 -0.24 -0.96
C 2.9290 1.4672 10.8999 0.01 0.39 0.07
C 1.9893 1.7957 11.8858 0.18 -0.01 -0.51
C 1.9966 3.0776 12.4314 0.24 -0.07 -0.01
C 2.9633 4.0071 12.0347 0.12 -0.13 -0.20
C 3.9424 3.6399 11.1049 -0.09 -0.18 0.14
C 3.9488 2.3526 10.5519 -0.21 0.11 0.05
C 3.0825 0.8506 7.9685 -0.07 -0.07 -0.44
C 2.8398 0.5393 6.6356 0.03 -0.10 0.03
C 3.6033 0.2770 3.6954 0.20 0.32 -0.05
C 4.0648 1.0057 2.6146 -0.07 0.10 -0.18
H 4.8572 3.0137 -0.6398 0.14 -0.02 0.19
H 4.9685 3.4544 1.0934 -0.04 -0.23 -0.13
H 5.5802 1.8549 0.5259 -0.24 0.17 -0.11
H 1.2509 0.9186 0.6851 0.09 -0.18 0.20
H 0.5112 -0.5798 2.5290 0.19 0.17 0.07
H 0.7595 -1.3656 4.7414 0.33 -0.04 0.08
H 0.9538 -2.2857 7.0611 0.32 0.20 0.05
H 1.4083 -1.7288 9.4311 0.13 0.13 -0.20
H 1.2538 1.0505 12.1840 0.13 0.20 -0.11
H 1.2446 3.3434 13.1748 0.24 -0.05 -0.20
H 2.9646 5.0149 12.4537 -0.02 -0.34 -0.12
H 4.7159 4.3502 10.8030 -0.27 -0.23 0.17
H 4.7286 2.0460 9.8509 -0.23 0.16 0.35
H 3.6495 1.7448 8.2169 -0.31 -0.28 -0.14
H 3.1880 1.2418 5.8785 -0.19 -0.20 0.28
H 4.2779 0.1490 4.5374 -0.18 -0.14 -0.32
H 5.0898 1.3879 2.6048 -0.49 -0.14 0.10
```
Forces are in eV/Å.

=====

[2]
This record from OMol25 describes a molecular structure, C57H42ClN8O5Sc. The level of theory is ωB97M-V/def2-TZVPD.

Energy relative to the best compared isomer or geometry (same formula, charge and spin): 0.000 eV
Total charge: 0

```
114
Properties=species:S:1:pos:R:3:forces:R:3
Sc -0.1786 -0.1889 -0.0370 0.07 0.08 0.02
C -3.7179 2.2298 8.9934 0.00 -0.01 -0.02
O -4.3378 2.0692 7.7320 0.02 0.01 -0.03
C -3.5438 1.7328 6.6791 -0.02 0.01 0.06
C -2.1712 1.5295 6.7650 -0.06 -0.01 -0.06
C -1.4610 1.1774 5.6206 0.04 -0.01 0.03
C -2.0901 1.0282 4.3954 0.00 0.01 0.02
C -3.4675 1.2419 4.3289 -0.03 0.03 -0.04
C -4.1899 1.5900 5.4522 0.04 -0.01 0.01
C -1.3377 0.6346 3.1675 -0.01 -0.06 0.05
C -0.6069 1.6314 2.5061 0.00 0.07 -0.02
C -0.3835 2.9599 3.0111 -0.07 0.02 -0.01
C 0.3432 3.6242 2.0782 -0.02 0.02 -0.02
C 0.5667 2.7130 0.9888 -0.04 -0.01 0.04
N -0.0084 1.5051 1.2874 0.12 -0.02 0.09
C 1.2504 3.0176 -0.1897 0.06 0.00 0.00
C 1.6220 2.0835 -1.1670 0.10 0.00 -0.05
C 2.2394 2.4047 -2.4261 -0.03 -0.01 0.04
C 2.4658 1.2311 -3.0702 0.03 -0.01 0.00
C 1.9951 0.1788 -2.2127 0.01 0.06 -0.01
C 2.0578 -1.1913 -2.5145 0.04 -0.05 0.01
C 2.7364 -1.5898 -3.7786 -0.03 -0.01 -0.02
C 2.0085 -2.2139 -4.7949 -0.01 0.02 -0.02
C 2.6090 -2.5767 -5.9819 0.04 0.01 0.02
C 3.9680 -2.3341 -6.1766 0.04 -0.02 -0.05
O 4.4766 -2.7338 -7.3731 -0.02 0.02 0.03
C 5.8505 -2.4983 -7.6123 -0.02 0.00 0.01
C 4.7126 -1.7203 -5.1750 -0.07 -0.03 0.01
C 4.0862 -1.3526 -3.9884 0.05 0.03 0.02
C 1.5358 -2.2131 -1.7207 -0.03 0.01 -0.02
N 0.7337 -2.0463 -0.6217 0.13 0.02 0.17
C 0.4598 -3.2895 -0.1313 -0.07 -0.02 -0.07
C -0.3564 -3.5794 0.9694 0.01 -0.04 -0.03
C -0.6018 -5.0162 1.2871 0.00 -0.02 -0.01
C -0.0389 -5.5983 2.4116 0.03 -0.01 0.06
C -0.2495 -6.9389 2.7212 -0.03 0.02 -0.07
C -1.0440 -7.7110 1.8821 -0.01 -0.07 0.03
O -1.3173 -9.0300 2.0838 0.00 0.04 -0.01
C -0.7691 -9.6427 3.2340 0.00 0.02 -0.02
C -1.6195 -7.1374 0.7490 0.03 0.02 0.02
C -1.3995 -5.8070 0.4562 0.00 0.04 -0.02
C -0.9348 -2.6235 1.8011 -0.02 0.08 0.05
C -1.7696 -2.9175 2.9397 0.00 -0.02 -0.01
C -2.0527 -1.7430 3.5445 0.01 0.03 0.01
C -1.3972 -0.7042 2.7880 0.01 -0.04 -0.04
N -0.7551 -1.2668 1.7120 0.01 -0.05 0.18
C 1.1202 -4.2792 -0.9422 0.01 0.00 0.00
C 1.7749 -3.6182 -1.9248 -0.02 0.00 -0.01
N 1.4797 0.7247 -1.0693 0.04 -0.04 0.08
C 1.6219 4.4399 -0.4196 -0.01 0.05 -0.03
C 0.6336 5.4143 -0.5748 -0.06 -0.02 0.01
C 0.9584 6.7352 -0.8029 0.05 -0.03 -0.01
C 2.2968 7.1192 -0.8786 0.03 0.05 -0.01
O 2.5228 8.4397 -1.1092 -0.02 -0.03 0.02
C 3.8689 8.8714 -1.1812 -0.03 -0.02 -0.01
C 3.2977 6.1666 -0.7222 -0.07 -0.01 0.01
C 2.9480 4.8393 -0.4961 0.04 -0.01 0.01
H -4.5090 2.5016 9.6864 0.00 0.00 0.00
H -2.9685 3.0250 8.9681 0.00 0.00 0.01
H -3.2494 1.2999 9.3262 0.01 0.00 0.01
H -1.6474 1.6302 7.7033 0.01 0.00 0.02
H -0.3928 1.0104 5.6925 0.01 0.00 0.00
H -3.9739 1.1307 3.3773 0.00 -0.01 -0.01
H -5.2575 1.7549 5.4035 -0.02 0.00 0.01
H -0.7334 3.3315 3.9601 0.00 -0.01 0.01
H 0.7102 4.6359 2.1293 0.01 0.01 -0.02
H 2.4653 3.3989 -2.7732 0.00 0.02 -0.01
H 2.9062 1.0887 -4.0428 0.00 0.00 -0.01
H 0.9529 -2.4064 -4.6558 -0.06 0.00 0.01
H 2.0402 -3.0450 -6.7733 0.00 -0.01 -0.01
H 6.0525 -2.8783 -8.6097 0.00 0.00 0.00
H 6.4755 -3.0290 -6.8895 0.01 0.00 0.00
H 6.0808 -1.4304 -7.5770 0.02 0.00 -0.01
H 5.7679 -1.5295 -5.2979 0.02 0.00 0.00
H 4.6696 -0.8782 -3.2081 0.00 0.00 0.00
H 0.5849 -4.9979 3.0637 0.00 0.00 0.00
H 0.2110 -7.3581 3.6028 0.01 -0.01 0.02
H -1.1089 -10.6746 3.2185 0.00 0.01 0.00
H -1.1226 -9.1582 4.1479 0.00 -0.01 0.01
H 0.3237 -9.6220 3.2123 0.00 0.00 0.01
H -2.2418 -7.7530 0.1141 -0.01 -0.02 -0.01
H -1.8596 -5.3556 -0.4135 -0.02 0.01 -0.02
H -2.0876 -3.9032 3.2341 0.00 -0.01 -0.01
H -2.6355 -1.5862 4.4366 -0.01 0.02 0.01
H 1.0909 -5.3418 -0.7697 -0.01 -0.01 0.01
H 2.3846 -4.0364 -2.7080 0.01 0.00 -0.01
H -0.4070 5.1166 -0.5266 -0.03 0.00 0.01
H 0.1930 7.4878 -0.9340 -0.01 0.02 0.00
H 3.8331 9.9422 -1.3586 0.00 0.00 0.00
H 4.3958 8.3844 -2.0054 0.02 0.01 0.00
H 4.3979 8.6763 -0.2452 0.01 0.00 0.01
H 4.3414 6.4371 -0.7700 0.03 0.01 0.00
H 3.7306 4.1014 -0.3676 0.00 -0.01 -0.01
N -1.0165 0.6606 -3.7492 0.05 -0.02 -0.01
C -1.3668 -0.2933 -2.8645 -0.04 0.13 0.15
O -1.3140 0.0257 -1.6152 -0.39 -0.05 -0.49
C -1.8050 -1.5505 -3.2789 -0.06 -0.13 -0.17
C -1.7886 -1.8643 -4.6620 -0.02 0.06 0.12
N -1.7218 -2.0310 -5.8018 0.03 -0.03 -0.04
C -2.2790 -2.4890 -2.3275 0.09 0.13 -0.07
N -2.6709 -3.2423 -1.5484 0.00 -0.07 0.08
H -0.9476 0.4414 -4.7294 0.00 -0.01 0.01
H -0.5223 1.4637 -3.3958 0.00 -0.02 -0.01
Cl -4.9217 2.5532 -3.4812 0.03 0.01 0.05
C -4.1758 2.8536 -1.9447 -0.04 -0.02 -0.07
C -4.0348 4.1439 -1.4691 -0.02 0.02 0.00
C -3.4316 4.3115 -0.2343 0.04 0.01 0.01
C -2.9895 3.1905 0.4535 -0.03 0.00 -0.03
N -3.1231 1.9504 -0.0108 0.03 -0.06 0.02
C -3.7153 1.7867 -1.1892 0.02 -0.02 0.01
H -4.3940 4.9838 -2.0480 0.01 0.00 0.00
H -3.3042 5.2974 0.1921 0.01 0.01 0.00
H -2.5082 3.2926 1.4170 0.05 0.00 0.06
H -3.8232 0.7743 -1.5562 0.01 -0.04 0.00
```
Forces are in eV/Å.

=====

[3]
This record from OMol25 describes 7 unconnected molecules or ions with the total composition C28H77N7O7. The level of theory is ωB97M-V/def2-TZVPD.

Energy relative to the best compared isomer or geometry (same formula, charge and spin): 4.960 eV
Total charge: 0

```
119
Properties=species:S:1:pos:R:3:forces:R:3
C -3.2750 6.7686 -3.2375 0.52 -0.94 -0.89
O -2.1145 7.3607 -2.7239 -0.05 2.07 1.05
C -1.0687 6.5191 -2.3153 0.04 -0.71 -0.26
C 0.1557 7.2149 -1.6829 -0.58 -0.10 0.29
C 1.2759 6.2565 -1.3988 0.17 -0.32 -0.57
N -0.1873 7.8167 -0.3781 -0.57 0.44 -1.18
H -4.2268 7.2514 -3.0158 0.41 0.48 0.50
H -3.3494 5.7249 -2.9321 -0.09 -0.17 0.15
H -3.1639 6.7779 -4.3218 -0.26 -0.19 -0.28
H -1.4744 5.8532 -1.5536 0.08 -0.53 0.14
H -0.7865 5.9498 -3.2009 0.44 -0.42 -0.01
H 0.5293 7.9665 -2.3784 -0.15 0.35 0.13
H 2.0331 6.8056 -0.8391 0.10 -0.17 -0.08
H 1.6886 5.8747 -2.3326 0.21 -0.14 0.11
H 0.9267 5.4173 -0.7973 0.02 -0.11 0.07
H -1.1246 8.1337 -0.5808 -0.41 0.74 0.64
H -0.3232 7.0680 0.2860 0.12 -0.28 0.22
C 3.9044 0.8009 -5.8827 1.80 -0.26 0.96
O 4.9879 0.0019 -5.2554 -0.85 -0.05 -0.38
C 5.0059 -1.3517 -5.7521 -2.29 0.95 -0.05
C 6.0706 -2.2444 -5.2505 2.15 -1.13 -0.42
C 5.8297 -3.6769 -5.7178 -1.03 0.24 -1.07
N 6.2917 -2.2560 -3.8136 -0.43 1.18 -0.23
H 4.2648 1.1326 -6.8564 -0.33 -0.30 -0.28
H 3.8132 1.7039 -5.2790 0.04 -0.15 0.15
H 2.9333 0.3061 -5.9011 0.19 -0.31 -0.13
H 4.0934 -1.8462 -5.4190 -0.75 0.13 -0.16
H 4.9878 -1.2821 -6.8398 0.16 -0.37 -0.22
H 6.9658 -1.8488 -5.7304 0.62 -0.28 0.22
H 4.8711 -4.0259 -5.3339 -0.08 -0.07 0.42
H 6.5610 -4.4636 -5.5323 0.31 0.58 0.29
H 5.6361 -3.6462 -6.7900 0.24 -0.16 -0.28
H 5.4345 -2.5736 -3.3842 -0.33 -0.57 0.22
H 6.1977 -1.2625 -3.6575 0.57 0.57 1.00
C 2.6012 -3.8577 0.1807 1.43 0.48 -0.84
O 1.9965 -2.7991 -0.5827 -2.14 -1.08 2.27
C 0.7262 -2.4341 0.0812 -0.45 1.82 -2.82
C 0.0420 -1.3779 -0.9490 0.39 -0.03 0.29
C 0.8483 -0.0770 -1.0019 -0.47 -0.26 1.20
N -1.3812 -1.0112 -0.7565 0.91 -0.42 0.50
H 2.2003 -4.8692 0.1141 -0.89 0.20 -0.24
H 2.7441 -3.6114 1.2328 -0.21 0.24 0.09
H 3.5905 -3.9483 -0.2678 0.21 -0.01 0.17
H -0.0204 -3.2165 0.2179 0.47 -0.74 -0.20
H 0.8812 -1.9766 1.0583 0.36 0.17 0.04
H 0.0035 -1.8000 -1.9532 0.60 -0.53 0.10
H 0.8576 0.3137 0.0157 -0.07 0.16 0.35
H 0.2717 0.6632 -1.5566 0.57 -0.06 -0.54
H 1.9105 -0.2049 -1.2102 -0.27 0.02 -0.69
H -1.4865 -0.4903 0.1024 -0.15 0.08 0.25
H -1.9176 -1.8627 -0.6706 -0.31 -0.06 0.06
C 9.0922 -6.1810 2.6089 0.71 0.46 0.18
O 10.0556 -6.1563 1.5481 -1.13 -0.81 0.68
C 10.0920 -4.8759 0.9868 0.82 -0.05 -1.32
C 10.8010 -5.0686 -0.3789 0.18 0.07 1.21
C 12.1939 -5.6444 -0.3107 0.18 -0.95 0.32
N 10.9308 -3.7949 -1.0387 -0.87 0.26 -0.13
H 9.5030 -5.4443 3.2992 -0.75 0.18 0.54
H 8.9703 -7.1179 3.1524 0.75 -0.33 -0.46
H 8.0830 -5.9467 2.2702 0.01 0.46 -0.21
H 9.1017 -4.4772 0.7665 -0.49 -0.17 -0.01
H 10.5442 -4.1105 1.6174 0.54 -0.12 0.28
H 10.0804 -5.7245 -0.8673 0.31 -0.44 -0.52
H 12.7197 -5.5360 -1.2593 -0.12 0.13 -0.16
H 12.1822 -6.7156 -0.1092 0.00 0.03 0.24
H 12.8036 -5.1485 0.4445 -0.09 0.06 0.07
H 11.3983 -3.9789 -1.9149 0.04 0.28 -0.26
H 9.9670 -3.5965 -1.2662 -0.11 0.94 -0.47
C -6.0878 -0.4552 3.5781 0.45 0.51 -0.52
O -6.5999 0.7964 3.0786 2.04 -0.19 0.17
C -7.7745 0.6800 2.3310 -1.26 -0.42 2.22
C -8.4473 2.0394 2.0704 0.20 2.24 1.68
C -8.7467 2.9505 3.3591 0.99 -1.12 0.21
N -9.6626 1.9540 1.3139 -0.08 -0.96 -0.84
H -5.6625 -1.0785 2.7915 -1.06 -0.45 -0.64
H -6.8061 -0.9445 4.2358 -0.14 -0.23 -0.27
H -5.1412 -0.3799 4.1133 -0.28 1.21 0.62
H -7.7341 -0.0357 1.5098 0.47 0.49 -0.80
H -8.4102 0.1457 3.0370 -1.03 -0.18 0.01
H -7.7909 2.6793 1.4808 0.39 -0.21 -0.12
H -9.5847 2.6532 3.9895 -0.31 -0.55 -0.38
H -8.9024 4.0179 3.2026 0.07 -0.16 -0.81
H -7.8993 2.8873 4.0418 0.25 -0.03 -0.08
H -10.4119 1.5123 1.8273 -0.13 0.06 0.50
H -9.4140 1.2466 0.6372 -0.55 -0.02 -0.93
C -2.3852 5.1417 3.1961 0.82 0.56 0.49
O -2.2722 6.4868 3.7868 1.02 -2.79 -0.78
C -3.4999 7.0157 4.0711 -1.97 0.32 1.42
C -3.3564 8.2813 4.9500 -1.12 0.01 -2.35
C -4.7568 8.8793 5.2608 0.44 -0.47 0.07
N -2.7054 9.2271 4.0838 1.03 1.50 -0.60
H -2.8262 4.4064 3.8691 -0.28 0.33 0.35
H -1.3837 4.7639 2.9903 0.16 0.41 0.12
H -2.9193 5.0710 2.2486 -0.32 0.66 -0.04
H -4.0174 7.1822 3.1264 -0.29 0.82 -0.20
H -4.2083 6.3821 4.6048 0.28 -1.04 0.30
H -2.6993 8.1024 5.8011 -0.40 -0.17 0.22
H -5.3708 8.1627 5.8064 0.04 0.29 0.48
H -5.3438 9.1068 4.3710 0.34 -0.35 -0.55
H -4.6794 9.8692 5.7106 0.14 -0.32 0.61
H -1.9284 8.7917 3.6076 0.62 -0.16 0.41
H -3.3050 9.3825 3.2860 -0.52 0.39 0.01
C -5.1672 -5.3273 -1.9102 1.10 1.53 -0.39
O -4.2919 -5.5175 -0.8391 0.55 -1.72 0.56
C -4.8993 -6.4086 0.0728 1.07 0.28 2.09
C -3.9262 -6.7232 1.2883 0.50 -0.10 -1.19
C -2.8446 -7.7058 0.9640 0.63 0.08 -1.36
N -4.6199 -7.2127 2.4470 -1.52 0.03 0.97
H -5.4161 -6.2114 -2.4972 -0.24 -0.26 0.36
H -4.5529 -4.6840 -2.5402 -0.56 0.21 -0.48
H -6.0085 -4.7631 -1.5078 -0.58 -0.18 -0.54
H -5.7503 -5.8542 0.4685 -0.48 -0.41 0.29
H -5.2068 -7.3494 -0.3838 -0.12 -0.09 -0.27
H -3.3355 -5.8188 1.4338 -0.69 0.59 0.66
H -2.0772 -7.7470 1.7371 -0.24 -0.13 0.27
H -2.3284 -7.3015 0.0933 0.18 -0.49 -0.40
H -3.2670 -8.6926 0.7747 0.23 -0.14 -0.13
H -5.2635 -7.9454 2.1844 -0.79 0.24 -0.63
H -4.0617 -7.8087 3.0414 0.97 0.59 0.20
```
Forces are in eV/Å.

=====

Record-wise orbital gap values, in eV: 4.25 5.75 9.06
Record-wise LUMO values, in eV: -4.88 -1.30 0.19
Record-wise HOMO level values, in eV: -9.1384 -7.0494 -8.8701